The following is a quantum chemistry calculation of C48H35F6HgN4O6P3 as an isolated structure, from the OMol25 dataset.

Geometry (Å):
Hg -1.3646 1.0229 1.8028
O -4.2035 -1.6013 -0.5590
C -3.4815 -0.7936 0.0399
O -2.4891 -1.0247 0.7756
C -3.8530 0.6852 -0.1374
C -4.8647 1.0628 -1.0046
C -5.1811 2.4078 -1.1137
C -4.4954 3.3372 -0.3493
C -3.4934 2.8930 0.4980
N -3.1918 1.5981 0.5739
C -2.7063 3.8794 1.3791
O -2.9903 5.0697 1.2241
O -1.8615 3.3591 2.1522
H -5.3700 0.2880 -1.5616
H -5.9646 2.7298 -1.7901
H -4.6995 4.3974 -0.3775
O 5.0618 4.1894 3.0706
C 4.6097 3.2095 3.6930
O 5.1365 2.4891 4.5621
C 3.1960 2.7623 3.2585
C 2.5549 3.3751 2.1920
C 1.3540 2.8621 1.7317
N 0.8187 1.7749 2.2704
C 1.4050 1.1770 3.3030
C 2.5814 1.6679 3.8491
C 0.8149 -0.1395 3.7164
C 1.5067 -1.0201 4.5337
C 0.9594 -2.2640 4.7995
C -0.2565 -2.6094 4.2411
C -0.8905 -1.6862 3.4314
N -0.3565 -0.4952 3.1790
C 0.6433 3.4438 0.5576
C 0.6989 4.8097 0.3002
C 0.0006 5.3107 -0.7809
C -0.7339 4.4416 -1.5738
C -0.7374 3.0996 -1.2343
N -0.0607 2.6060 -0.2013
H 3.0514 4.2051 1.7086
H 3.0826 1.1966 4.6815
H 2.4629 -0.7379 4.9477
H 1.4869 -2.9582 5.4413
H -0.7231 -3.5647 4.4336
H -1.8483 -1.8823 2.9686
H 1.2413 5.4646 0.9670
H -0.0054 6.3751 -0.9780
H -1.3261 4.7964 -2.4064
H -1.3292 2.3857 -1.8022
C 0.6457 -0.3400 -2.3027
P 0.7367 -0.4733 -0.4626
C 2.4028 0.2665 -0.1912
C 3.1185 -0.1062 0.9508
C 4.2939 0.5350 1.3068
C 4.7882 1.5706 0.5227
C 4.0992 1.9431 -0.6203
C 2.9167 1.2999 -0.9709
C 1.1351 -2.2690 -0.2989
C 0.1367 -3.0961 0.2103
C 0.3502 -4.4653 0.3280
C 1.5635 -5.0179 -0.0502
C 2.5684 -4.1992 -0.5574
C 2.3524 -2.8361 -0.6834
P -0.9778 -0.8369 -2.9936
C -0.6630 -0.5482 -4.7912
C 0.3115 0.3144 -5.2861
C 0.4425 0.5384 -6.6538
C -0.3983 -0.0986 -7.5507
C -1.3785 -0.9610 -7.0701
C -1.5098 -1.1771 -5.7098
C -0.8750 -2.6705 -2.9636
C -1.9478 -3.3697 -2.4190
C -1.9395 -4.7619 -2.4167
C -0.8633 -5.4552 -2.9464
C 0.2175 -4.7590 -3.4804
C 0.2066 -3.3755 -3.4928
H 1.4974 -0.8389 -2.7752
H 0.7053 0.7307 -2.5142
H 2.7389 -0.9044 1.5816
H 4.8071 0.2565 2.2193
H 5.6791 2.1043 0.8277
H 4.4638 2.7607 -1.2306
H 2.3844 1.6404 -1.8494
H -0.8147 -2.6551 0.5017
H -0.4393 -5.0966 0.7180
H 1.7300 -6.0842 0.0482
H 3.5210 -4.6240 -0.8515
H 3.1446 -2.2039 -1.0683
H 0.9880 0.8194 -4.6092
H 1.2118 1.2111 -7.0130
H -0.2930 0.0714 -8.6150
H -2.0430 -1.4665 -7.7604
H -2.2740 -1.8562 -5.3469
H -2.7642 -2.8228 -1.9564
H -2.7722 -5.2985 -1.9790
H -0.8548 -6.5388 -2.9345
H 1.0713 -5.2964 -3.8752
H 1.0523 -2.8376 -3.9087
F -2.1187 0.8752 4.8617
P -2.6727 -0.0383 6.0883
F -3.0374 -1.2175 5.0252
F -2.2949 1.1280 7.1371
F -4.1502 0.5844 5.9029
F -1.1826 -0.6778 6.2549
F -3.2056 -0.9717 7.3014

* total energy: -4297.78424 Ha
* charge: -2
* energy relative to the best compared isomer or geometry (same formula, charge and spin): 0.000 eV

Mulliken population analysis, charges in e, atoms 1 to 5: 2.254, -0.857, -0.352, -0.112, 0.520

The following is a quantum chemistry calculation of C30H23AsBrN2PbS as an isolated structure, from the OMol25 dataset.

Geometry (Å):
Pb 0.2661 1.6584 -0.3483
Br -6.8960 -0.6790 -2.0797
C -5.4424 0.3717 -1.5101
C -4.1980 -0.2134 -1.3476
C -3.1313 0.5682 -0.9379
C -3.2948 1.9262 -0.6813
C -4.5563 2.4968 -0.8548
C -5.6262 1.7251 -1.2660
N -2.1464 2.6592 -0.2667
C -2.2137 3.8469 0.1693
C -1.0213 4.5904 0.6174
C -1.1524 5.8971 1.0521
C -0.0315 6.5735 1.5102
C 1.1861 5.9199 1.5264
C 1.2388 4.6117 1.0703
N 0.1669 3.9647 0.6190
H -4.0598 -1.2698 -1.5357
H -2.1643 0.0956 -0.7962
H -4.7197 3.5531 -0.6882
H -6.6026 2.1717 -1.4025
H -3.1589 4.3809 0.2674
H -2.1235 6.3755 1.0385
H -0.1121 7.5962 1.8544
H 2.0832 6.4023 1.8873
H 2.1736 4.0615 1.0688
S -0.1801 0.8893 2.0211
C 0.5002 -0.7151 2.4177
C 0.1079 -1.1984 3.6692
C 0.5548 -2.4251 4.1278
C 1.4003 -3.1992 3.3440
C 1.7915 -2.7301 2.1030
C 1.3505 -1.4942 1.6293
As 1.8915 -0.8776 -0.1194
C 3.3998 -2.0267 -0.5118
C 3.3171 -3.1157 -1.3696
C 4.4472 -3.8877 -1.6109
C 5.6504 -3.5761 -0.9939
C 5.7322 -2.4875 -0.1332
C 4.6099 -1.7089 0.1029
C 0.4748 -1.6483 -1.2120
C -0.5016 -2.5009 -0.7026
C -1.4915 -3.0011 -1.5407
C -1.5177 -2.6473 -2.8837
C -0.5557 -1.7847 -3.3948
C 0.4327 -1.2818 -2.5596
H -0.5519 -0.5946 4.2808
H 0.2427 -2.7750 5.1036
H 1.7493 -4.1613 3.6955
H 2.4538 -3.3263 1.4883
H 2.3773 -3.3701 -1.8433
H 4.3852 -4.7388 -2.2774
H 6.5282 -4.1814 -1.1835
H 6.6707 -2.2459 0.3499
H 4.6709 -0.8585 0.7719
H -0.4883 -2.7790 0.3437
H -2.2390 -3.6758 -1.1417
H -2.2868 -3.0443 -3.5347
H -0.5755 -1.5049 -4.4408
H 1.1856 -0.6112 -2.9611

* total energy: -6667.15998 Ha
* charge: +1

Mulliken population analysis, charges in e, atoms 1 to 5: 0.759, -0.165, -0.015, -0.680, 0.934

The following is a quantum chemistry calculation of a 2-piece molecular cluster, C7H6Cl3N3O2 overall, from the OMol25 dataset.

Geometry (Å):
C 2.1913 -1.8210 0.8782
C 2.9272 -1.2726 -0.1037
C 1.1933 -0.5083 -1.2695
C 0.8111 -1.2780 0.8793
C -0.4655 2.7304 0.4405
C -1.4903 0.4560 0.2676
C -2.4831 -0.4377 -0.3309
N 2.4979 -0.7261 -1.2435
N 0.4024 -0.6203 -0.2345
N -1.1825 1.7340 -0.2626
O 0.0629 -1.4401 1.8208
O 0.1117 2.5550 1.4772
Cl -4.1340 0.3552 0.1742
Cl -2.2684 -2.1938 0.1297
Cl -2.5374 -0.2707 -2.0664
H 2.7454 -2.0991 1.8452
H 3.9861 -1.3211 -0.1431
H 0.9301 0.0297 -2.1817
H -0.4407 3.5619 -0.1709
H -1.2586 0.5739 1.2452
H -1.5990 1.9924 -1.1511

* total energy: -1965.55595 Ha
* charge: 0
* energy relative to the best compared isomer or geometry (same formula, charge and spin): 2.421 eV

Mulliken population analysis, charges in e, atoms 1 to 5: -0.795, -0.029, -0.097, 0.653, -0.035

The following is a quantum chemistry calculation of an isolated ion of composition C5H8F2NO and charge -1, from the OMol25 dataset.

Geometry (Å):
C -1.0408 0.7710 0.3220
C -1.2103 -0.5544 -0.4705
C 0.2018 1.6100 -0.1822
C -0.3042 -1.6856 0.1613
C 1.4675 0.8444 0.0235
N 1.0857 -1.5881 -0.3615
O 1.8653 -2.2516 0.3529
F 2.0870 1.1491 1.2729
F 2.5524 1.2629 -0.9116
H -2.0375 1.3202 0.1681
H -0.8685 0.4407 1.4344
H -2.2526 -0.9417 -0.5733
H -0.7690 -0.3783 -1.4790
H -0.0178 1.7767 -1.3617
H 0.3358 2.5500 0.3704
H -0.3720 -1.5588 1.2828
H -0.7228 -2.7663 -0.0485

* multiplicity: 3
* total energy: -524.87190 Ha
* charge: -1

Mulliken population analysis, charges in e, atoms 1 to 5: -0.561, -0.585, -0.612, -0.481, 0.328

The following is a quantum chemistry calculation of one molecule with the formula C8H14, from the OMol25 dataset.

Geometry (Å):
C 0.2450 -1.7215 -2.3639
C 0.2431 -0.9624 -1.0616
C -0.8551 0.0359 -0.8374
C -2.1573 -0.0985 -1.0534
C -0.3438 1.2943 -0.2472
C 0.6194 1.1964 0.8442
C 0.4122 0.3364 1.8664
C 1.4909 0.2217 2.9224
H 1.0658 -2.3619 -2.5162
H -0.7478 -2.1572 -2.5130
H 0.3079 -0.9193 -3.1658
H 1.2665 -0.4422 -1.2100
H 0.3670 -1.5289 -0.2167
H -3.0052 0.6264 -1.0133
H -2.5441 -1.0052 -1.4624
H -1.1216 1.8694 0.1985
H 0.1565 1.9244 -1.1750
H 1.4633 1.8692 0.9732
H -0.4589 -0.2977 1.9583
H 1.3461 1.0623 3.5981
H 1.5086 -0.5960 3.7013
H 2.4692 0.1424 2.4260

* total energy: -313.12311 Ha
* charge: 0
* SMILES: C=C(CC)C/C=C/C
* energy relative to the best compared isomer or geometry (same formula, charge and spin): 2.566 eV

Mulliken population analysis, charges in e, atoms 1 to 5: -1.254, -0.428, 0.738, -1.044, -0.686

The following is a quantum chemistry calculation of one molecule with the formula C22H29N3O2, from the OMol25 dataset.

Geometry (Å):
C -5.2817 -0.4522 -2.2906
H -6.0682 -0.3838 -3.0380
H -4.5392 -1.1611 -2.6491
H -4.8136 0.5247 -2.1992
C -5.8943 -0.9192 -0.9621
N -5.0160 -0.9819 0.1862
C -4.9708 0.1729 1.0437
H -6.0003 0.4217 1.3193
C -4.3217 1.4655 0.4969
N -2.9081 1.3253 0.2467
C -1.9733 1.8461 1.0740
O -2.2495 2.5278 2.0422
C -0.5595 1.5518 0.6871
C 0.3980 2.5337 0.9246
C 1.7232 2.3174 0.6067
C 2.1148 1.1001 0.0573
C 1.1666 0.1046 -0.1569
C -0.1611 0.3304 0.1533
H -0.8782 -0.4635 0.0011
H 1.4746 -0.8411 -0.5763
N 3.4639 0.8648 -0.2612
C 4.2141 -0.1654 0.2132
C 5.4891 -0.0514 -0.3085
C 5.4922 1.0960 -1.1496
C 4.2452 1.6436 -1.0988
C 3.7010 2.8274 -1.8183
H 4.2883 3.0027 -2.7159
H 2.6613 2.6676 -2.1007
H 3.7521 3.7272 -1.2040
H 6.3285 1.4511 -1.7162
C 6.5591 -0.9758 0.0111
O 7.6883 -0.9051 -0.4272
C 6.1263 -2.0981 0.9493
C 5.0416 -1.6702 1.9355
H 4.7915 -2.5043 2.5940
C 3.7888 -1.1985 1.1928
H 3.0468 -0.7978 1.8882
H 3.3353 -2.0520 0.6756
H 5.4208 -0.8535 2.5538
H 7.0077 -2.4676 1.4757
H 5.7515 -2.9114 0.3196
H 2.4631 3.0783 0.7999
H 0.0819 3.4646 1.3698
H -2.6215 0.7776 -0.5476
H -4.8255 1.7880 -0.4176
H -4.4247 2.2474 1.2534
H -4.4405 -0.1092 1.9576
C -3.7912 -1.7325 0.0258
C -4.0658 -3.2260 -0.1470
H -4.7216 -3.5737 0.6461
H -4.5379 -3.4308 -1.1038
H -3.1320 -3.7810 -0.1006
H -3.1829 -1.3868 -0.8287
H -3.1999 -1.5903 0.9342
H -6.3154 -1.9189 -1.1175
H -6.7210 -0.2555 -0.6993

* total energy: -1170.49874 Ha
* charge: 0
* SMILES: CCN(CC)CCNC(=O)c1ccc(-n2c(C)cc3c2CCCC3=O)cc1
* energy relative to the best compared isomer or geometry (same formula, charge and spin): 1.363 eV

Mulliken population analysis, charges in e, atoms 1 to 5: -0.933, 0.413, 0.237, 0.192, -0.791

The following is a quantum chemistry calculation of one molecule with the formula C5H8N2O2S, from the OMol25 dataset.

Geometry (Å):
C 0.1585 1.6918 0.0598
C -1.2322 1.9743 0.3332
C 0.5941 0.4609 -0.1761
C 1.9961 0.2694 -0.5947
C 0.1613 -2.0251 0.6800
N -2.1334 1.0617 0.2614
N -0.2589 -0.8185 -0.0714
O -1.9778 -0.2314 -1.7237
O -2.7080 -1.4073 0.3036
S -1.8566 -0.4294 -0.3403
H 0.8569 2.4491 0.0291
H -1.5521 2.9004 0.7367
H 2.6520 0.6373 0.1636
H 2.2094 1.1783 -1.3296
H 2.2492 -0.6921 -0.9092
H 1.2312 -2.1866 0.4752
H 0.0799 -1.8855 1.6935
H -0.4695 -2.9476 0.4087

* total energy: -853.41705 Ha
* charge: 0
* SMILES: CC1=CC=NS(=O)(=O)N1C
* energy relative to the best compared isomer or geometry (same formula, charge and spin): 3.437 eV

Mulliken population analysis, charges in e, atoms 1 to 5: -0.513, -0.204, 0.782, -1.537, -0.808

The following is a quantum chemistry calculation of a 2-piece molecular cluster, CH8N2S2 overall, from the OMol25 dataset.

Geometry (Å):
S -2.6873 -2.8404 -0.2483
S -0.6003 -3.1210 0.1651
H -2.9227 -1.9062 0.6872
H 0.2607 -2.8139 1.1599
N 0.9559 0.5701 -1.0974
C 0.8872 1.1134 0.2621
N -0.1629 2.0808 0.4694
H 1.6217 1.1131 -1.6377
H 1.2944 -0.3857 -1.1249
H 0.8175 0.2974 0.9803
H 1.8390 1.5976 0.4834
H -0.2660 2.6997 -0.3361
H -1.0373 1.5949 0.2371

* total energy: -948.70606 Ha
* charge: 0
* SMILES: NCN.SS
* energy relative to the best compared isomer or geometry (same formula, charge and spin): 1.725 eV

Mulliken population analysis, charges in e, atoms 1 to 5: -0.102, -0.236, 0.157, 0.168, -0.611

The following is a quantum chemistry calculation of an isolated ion of composition C3H7N4OS and charge +1, from the OMol25 dataset.

Geometry (Å):
C -0.8231 1.0979 -0.2390
C 1.2942 -0.2609 -0.1840
C -1.6375 -0.0628 0.3882
N 0.4804 0.8353 -0.6490
N 0.7593 -1.1567 0.5636
N 2.5765 -0.1936 -0.5946
N -2.0347 -0.1411 1.6103
O -1.3596 2.1565 -0.5060
S -2.0678 -1.0994 -0.8655
H 0.9605 1.7195 -0.8494
H 1.5387 -1.7980 0.8139
H 3.0072 0.4705 -1.2997
H 3.3292 -0.9443 -0.3897
H -1.9735 0.7677 2.1095
H -2.7372 -0.7433 1.9546
H -1.3126 -0.6474 -1.8634

* total energy: -810.71055 Ha
* charge: +1
* energy relative to the best compared isomer or geometry (same formula, charge and spin): 1.156 eV

Mulliken population analysis, charges in e, atoms 1 to 5: -0.119, 0.517, 0.877, -0.197, -0.566

The following is a quantum chemistry calculation of a 2-piece molecular cluster, C3H5BrS overall, from the OMol25 dataset.

Geometry (Å):
C -0.3154 -0.1104 0.5130
C 0.3363 1.1871 0.3618
C -0.2127 -1.2057 -0.5052
S 1.1910 0.2345 1.5252
Br -0.4608 2.8559 0.7068
H -1.2441 -0.1204 1.0854
H 1.2924 1.5949 -1.4127
H -0.9567 -1.0477 -1.2883
H -0.4075 -2.1671 -0.0279
H 0.7776 -1.2211 -0.9580

* total energy: -3089.34896 Ha
* charge: 0
* energy relative to the best compared isomer or geometry (same formula, charge and spin): 3.811 eV

Mulliken population analysis, charges in e, atoms 1 to 5: 0.013, -0.232, -1.179, -0.103, -0.065

The following is a quantum chemistry calculation of C2H2FHgO2 as an isolated structure, from the OMol25 dataset.

Geometry (Å):
H -1.1351 -0.4907 1.4619
O 0.0332 1.2530 -0.5726
C -0.7893 0.4872 -0.1397
C -0.5317 -0.8463 0.5295
O 0.7584 -1.1515 0.6666
F -2.0873 0.6633 -0.5013
H -1.1840 -1.5814 -0.0041
Hg 2.0936 0.2513 -0.2219

* multiplicity: 2
* total energy: -481.10375 Ha
* charge: 0
* energy relative to the best compared isomer or geometry (same formula, charge and spin): 0.000 eV

Mulliken population analysis, charges in e, atoms 1 to 5: 0.215, -0.519, 0.524, -0.016, -0.805

The following is a quantum chemistry calculation of C17H40NbO14 as an isolated structure, from the OMol25 dataset.

Geometry (Å):
C -4.9120 -6.7581 2.7256
C -3.5487 -7.3892 2.8701
O -2.5485 -6.7537 2.1368
C -2.1923 -5.4745 2.6223
C -0.8890 -5.0705 2.0005
O -0.2925 -4.1302 2.8477
C 0.7527 -3.4074 2.2217
Nb -0.3317 -1.5233 1.5320
H -4.9905 -5.8740 3.3420
H -5.6904 -7.4553 2.9959
H -5.0435 -6.4333 1.7020
H -3.5708 -8.4172 2.5357
H -3.2682 -7.4045 3.9245
H -2.9496 -4.7346 2.3877
H -2.0531 -5.5095 3.7000
H -1.0576 -4.6404 1.0162
H -0.2594 -5.9523 1.8787
H 1.2926 -3.9852 1.4825
H 1.4461 -3.0905 2.9898
H -0.5411 -2.4678 -0.0375
H -2.0853 -1.9766 1.9151
H -0.3560 -0.6612 3.1856
H 1.3892 -0.9090 1.1758
H -0.7872 -0.0750 0.5135
C 3.8665 1.9438 -1.9724
O 2.8315 2.2956 -1.0550
C 2.4777 3.5746 -1.0768
O 2.9520 4.4285 -1.7857
O 1.5050 3.7470 -0.1926
C 0.9894 5.0762 -0.1112
H 4.0255 0.8802 -1.8280
H 3.5556 2.1394 -2.9970
H 4.7788 2.4946 -1.7536
H 0.5644 5.3826 -1.0646
H 1.7682 5.7752 0.1847
H 0.2146 5.0481 0.6469
C -2.2501 1.3997 -5.9981
O -2.0791 1.7739 -4.6350
C -1.0349 1.1766 -4.0328
O -0.2916 0.4009 -4.5804
O -0.9809 1.5921 -2.7891
C 0.0859 1.0213 -1.9948
H -3.1179 1.9519 -6.3470
H -1.3753 1.6685 -6.5872
H -2.4291 0.3300 -6.0865
H 1.0451 1.2722 -2.4361
H -0.0291 -0.0547 -1.9152
H 0.0119 1.4557 -1.0080
C 2.1348 -4.2351 -3.4929
O 2.3568 -3.9144 -2.1217
C 3.3845 -4.5287 -1.5546
O 4.1306 -5.3118 -2.0923
O 3.4533 -4.1287 -0.2922
C 4.5166 -4.6947 0.4690
H 1.2705 -3.6497 -3.7876
H 2.9976 -3.9611 -4.0970
H 1.9286 -5.2970 -3.6108
H 5.4813 -4.4319 0.0389
H 4.4202 -5.7773 0.5203
H 4.4183 -4.2645 1.4602
C -2.4325 9.1271 0.2016
O -2.2986 9.5258 1.5707
C -1.2605 8.9755 2.1954
O -0.4686 8.2144 1.7065
O -1.2484 9.4095 3.4533
C -0.1784 8.8773 4.2427
H -3.3089 9.6485 -0.1681
H -1.5539 9.4169 -0.3696
H -2.5772 8.0522 0.1278
H 0.7840 9.1581 3.8220
H -0.2482 7.7942 4.3022
H -0.2993 9.3149 5.2278

* total energy: -1781.83882 Ha
* charge: -1
* energy relative to the best compared isomer or geometry (same formula, charge and spin): 0.000 eV

Mulliken population analysis, charges in e, atoms 1 to 5: -1.160, -0.270, -0.347, -0.501, -0.176